Entry 1:
Molecular formula: C13H25BrF7N5OP
Method: DFT, wB97M-V/def2-TZVPD

For the molar mass, the calculation gives 511.2 g/mol. As for the spin multiplicity: 2. The orbital gap is 0.23041 hartree. Its charge is 0.

Last column: Mulliken spin population.
Element x y z (Å)
N -1.95 -2.55 4.61  0.000
P -2.99 -3.03 3.47  0.000
N -2.26 -3.40 1.89  0.000
C -0.81 -3.82 1.98  0.000
N -0.16 -4.59 3.12  0.000
N 0.00 -3.52 0.88  0.000
C -0.46 -2.80 -0.37  0.000
F 0.79 -2.49 -1.16  0.000
F -1.10 -1.48 -0.12  0.000
C -1.36 -3.78 -1.37  0.000
F -1.02 -3.31 -2.77  0.000
F -2.82 -3.59 -1.23  0.000
C -0.91 -5.37 -1.29  0.000
F 0.55 -5.60 -1.28  0.000
F -1.43 -6.00 -2.56  0.000
F -1.62 -6.12 -0.19  0.000
H -2.23 -1.56 4.89  0.000
H -3.92 -1.92 3.25  0.000
H -3.78 -4.19 3.86  0.000
H -2.79 -4.14 1.36  0.000
H 0.83 -4.84 2.92  0.000
H -0.73 -5.42 3.41  0.000
H 1.01 -3.83 0.92  0.000
C 1.30 1.08 -0.61  0.022
C 0.20 2.08 -1.08  0.024
C 0.43 2.49 -2.56  0.023
C 1.56 3.50 -2.76  -0.019
C 1.40 4.70 -1.84  0.021
C 1.25 4.29 -0.35  0.022
N 0.18 3.25 -0.14  0.274
O -1.06 3.89 -0.27  0.646
C 2.61 3.78 0.18  0.010
C 1.00 5.58 0.50  -0.006
C -1.12 1.24 -1.03  -0.011
H 1.50 1.17 0.46  -0.013
H 1.00 0.04 -0.77  0.001
H 2.24 1.21 -1.16  0.000
H -0.49 2.93 -2.97  0.002
H 0.64 1.60 -3.17  0.000
H 2.53 3.02 -2.60  0.000
H 1.56 3.84 -3.80  0.002
H 2.26 5.37 -1.96  0.000
H 0.52 5.27 -2.16  0.004
H 2.53 3.42 1.22  -0.006
H 3.36 4.58 0.18  0.000
H 3.05 2.98 -0.42  0.002
H 0.12 6.14 0.17  0.000
H 1.84 6.27 0.43  0.000
H 0.87 5.34 1.56  0.000
H -1.35 0.93 -0.01  -0.001
H -1.02 0.33 -1.64  0.000
H -1.98 1.78 -1.44  0.002
Br 2.23 -4.77 3.82  0.000

Entry 2:
Molecular formula: ClF2OP
Method: DFT, wB97M-V/def2-TZVPD

For the molar mass, the calculation gives 120.4 g/mol. As for the energy above the lowest of the compared OMol25 structures with the same formula, charge and spin: 7.253 eV. The orbital gap is 0.34817 hartree. Its charge is 0.

Last column: Mulliken charge in e.
Element x y z (Å)
O -1.49 1.41 -0.82  -0.518
F -0.67 -1.84 1.08  -0.259
F 0.66 -1.32 -0.67  -0.230
P 0.12 -0.45 0.57  0.489
Cl -1.42 0.24 -0.11  0.518

Entry 3:
Molecular formula: C24H30N5RuS2Si
Method: DFT, wB97M-V/def2-TZVPD

For the molar mass, the calculation gives 581.8 g/mol. As for the spin multiplicity: 5. As for the energy above the lowest of the compared OMol25 structures with the same formula, charge and spin: 1.931 eV. The orbital gap (spin up / spin down) is 0.25902 / 0.18284 hartree. Its charge is +1.

Last column: Mulliken spin population.
Element x y z (Å)
Ru -15.47 12.63 -0.43  1.703
C -13.64 18.40 -2.62  0.013
C -14.74 17.64 -1.93  -0.014
N -15.06 16.37 -2.65  0.198
C -15.34 15.26 -2.09  0.054
S -15.43 14.97 -0.32  0.156
N -15.57 14.20 -2.89  0.467
N -16.01 13.09 -2.34  0.217
C -16.46 12.01 -3.11  0.151
C -16.50 12.20 -4.60  -0.007
C -16.62 10.86 -2.40  0.263
C -17.00 9.62 -2.97  0.178
C -17.07 8.52 -2.19  -0.023
C -16.76 8.59 -0.80  0.227
C -16.45 9.82 -0.29  -0.013
N -16.27 10.90 -1.03  0.180
H -13.46 19.16 -1.77  -0.002
H -13.97 18.88 -3.55  0.000
H -12.69 17.83 -2.71  0.001
H -15.66 18.18 -1.93  0.009
H -14.42 17.36 -0.94  0.004
H -15.07 16.44 -3.67  -0.010
H -15.57 12.80 -4.88  0.022
H -17.34 12.70 -4.97  0.022
H -16.42 11.21 -5.04  0.000
H -17.06 9.52 -4.05  0.012
H -17.29 7.51 -2.53  -0.003
H -16.89 7.73 -0.13  0.004
H -16.24 9.89 0.72  0.026
C -18.11 11.54 6.20  0.000
Si -18.38 11.66 4.29  -0.008
C -19.27 13.31 4.19  0.004
C -19.45 10.34 3.51  0.001
C -16.70 11.52 3.44  -0.016
C -15.63 10.91 4.03  0.004
C -14.30 10.82 3.42  0.003
C -14.13 11.39 2.20  -0.002
N -15.19 11.89 1.52  -0.010
C -16.39 11.99 2.12  0.018
S -17.56 12.74 1.07  0.181
H -19.09 11.61 6.64  0.000
H -17.47 12.40 6.50  0.000
H -17.59 10.66 6.57  0.000
H -20.31 13.22 4.65  0.001
H -19.48 13.67 3.25  -0.002
H -18.89 14.20 4.67  -0.001
H -20.29 10.17 4.15  0.000
H -18.84 9.48 3.30  0.001
H -19.82 10.77 2.57  0.000
H -15.73 10.48 5.01  0.001
H -13.49 10.36 4.00  0.000
H -13.16 11.38 1.70  0.006
C -10.83 11.26 -1.17  0.061
C -11.86 10.45 -1.68  -0.033
C -13.22 10.82 -1.50  0.067
C -13.54 12.04 -0.86  -0.105
C -12.50 12.86 -0.39  0.006
C -11.15 12.48 -0.54  -0.029
H -9.78 10.95 -1.15  0.002
H -11.61 9.54 -2.12  -0.001
H -13.96 10.15 -1.89  0.011
H -12.66 13.83 0.09  0.002
H -10.43 13.14 -0.18  -0.002

Entry 4:
Molecular formula: C20H29CoN8O8
Method: DFT, wB97M-V/def2-TZVPD

For the molar mass, the calculation gives 568.4 g/mol. As for the spin multiplicity: 2. As for the energy above the lowest of the compared OMol25 structures with the same formula, charge and spin: 0.037 eV. The orbital gap (spin up / spin down) is 0.29810 / 0.30163 hartree. Its charge is +1.

Last column: Mulliken spin population.
Element x y z (Å)
Co -1.19 0.65 -1.27  0.974
N -1.49 1.45 -3.07  -0.017
C -2.44 0.53 -3.74  0.007
C -1.96 -0.90 -3.54  0.000
N -1.54 -1.10 -2.12  -0.005
C -2.46 -1.88 -1.25  0.000
C -2.45 -1.35 0.20  0.002
N -1.31 -0.43 0.42  -0.024
H -1.89 2.38 -3.01  0.000
H -0.63 1.52 -3.60  -0.002
H -2.53 0.74 -4.81  0.000
H -3.42 0.68 -3.28  -0.002
H -1.10 -1.10 -4.17  0.000
H -2.74 -1.61 -3.81  0.000
H -0.66 -1.60 -2.15  -0.003
H -2.19 -2.93 -1.28  0.001
H -3.47 -1.79 -1.66  0.000
H -2.43 -2.18 0.91  0.001
H -3.35 -0.78 0.38  0.001
H -0.44 -0.93 0.58  0.002
H -1.45 0.12 1.26  0.000
C 1.55 -2.52 2.11  0.000
C 2.81 -1.75 1.73  0.000
N 3.56 -2.39 0.66  0.000
C 4.26 -3.64 0.96  0.000
C 3.65 -4.84 0.25  0.000
C 3.85 -1.80 -0.53  0.001
O 4.66 -2.26 -1.33  0.000
C 3.11 -0.55 -0.90  0.005
C 3.79 0.62 -1.21  -0.006
C 3.07 1.74 -1.58  0.007
C 1.69 1.64 -1.66  -0.001
N 1.02 0.51 -1.41  0.049
C 1.73 -0.55 -1.04  -0.003
H 1.01 -2.00 2.90  0.000
H 1.79 -3.52 2.46  0.000
H 0.90 -2.63 1.24  0.000
H 3.47 -1.67 2.61  0.000
H 2.56 -0.73 1.44  0.000
H 4.22 -3.77 2.05  0.000
H 5.31 -3.53 0.67  0.000
H 2.61 -4.98 0.54  0.000
H 4.21 -5.74 0.50  0.000
H 3.71 -4.70 -0.83  0.000
H 4.87 0.64 -1.14  0.000
H 3.56 2.68 -1.80  0.000
H 1.08 2.51 -1.90  -0.001
H 1.18 -1.47 -0.84  -0.001
O -2.50 4.49 5.19  0.000
N -3.27 4.16 4.31  0.000
O -4.47 4.24 4.35  0.000
C -2.67 3.63 3.08  -0.001
C -1.28 3.50 3.00  0.002
C -0.76 2.99 1.85  -0.001
C -1.52 2.65 0.69  0.004
O -0.91 2.35 -0.39  -0.005
C -2.92 2.72 0.89  0.001
C -3.49 3.24 2.05  0.002
N -3.83 2.26 -0.14  0.002
O -3.41 1.42 -0.96  0.012
O -4.96 2.67 -0.16  -0.002
N 0.68 2.68 1.77  0.000
O 0.96 1.50 1.61  0.000
O 1.47 3.58 1.91  0.000
H -0.66 3.77 3.84  0.000
H -4.56 3.32 2.15  0.000

Entry 5:
Molecular formula: C20H43N2O4S
Method: DFT, wB97M-V/def2-TZVPD

For the molar mass, the calculation gives 407.6 g/mol. As for the energy above the lowest of the compared OMol25 structures with the same formula, charge and spin: 2.381 eV. The orbital gap is 0.11968 hartree. Its charge is +1.

Last column: Mulliken charge in e.
Element x y z (Å)
C 1.05 -1.35 0.27  -0.951
C 0.66 -0.09 -0.70  -0.233
C -0.95 -0.21 -0.90  -0.520
C -1.51 0.78 -2.02  -0.712
C -3.10 0.74 -2.25  -0.582
C -3.83 -0.62 -1.82  -0.124
C -4.93 -0.93 -2.99  -0.794
C -5.56 -2.37 -2.65  -0.742
C -6.96 -2.16 -1.84  -0.216
C -6.87 -2.63 -0.30  -0.587
C -7.69 -1.62 0.67  -0.631
O -6.95 -0.37 0.66  -0.237
S -7.92 0.96 0.29  0.649
O -8.79 0.69 -0.92  -0.512
O -6.79 2.10 -0.29  -0.127
N -6.42 2.97 0.74  -0.495
H 1.91 -1.96 -0.19  0.227
H 1.32 -0.99 1.32  0.173
H 0.17 -2.09 0.37  0.398
H 1.18 -0.32 -1.70  0.192
H 0.97 0.91 -0.25  0.293
H -1.10 -1.29 -1.29  0.322
H -1.50 -0.13 0.10  0.306
H -0.97 0.69 -3.03  0.297
H -1.26 1.85 -1.65  0.221
H -3.66 1.61 -1.76  0.274
H -3.26 0.87 -3.38  0.279
H -4.43 -0.41 -0.87  0.011
H -3.17 -1.54 -1.78  0.278
H -4.31 -1.01 -3.96  0.399
H -5.70 -0.09 -3.09  0.291
H -4.90 -2.99 -1.96  0.364
H -5.73 -3.01 -3.59  0.355
H -7.83 -2.74 -2.30  0.377
H -7.19 -1.05 -1.89  -0.015
H -5.77 -2.52 0.04  0.257
H -7.25 -3.71 -0.18  0.329
H -8.79 -1.53 0.38  0.395
H -7.68 -2.07 1.73  0.296
H -5.68 2.47 1.28  0.244
H -5.96 3.76 0.24  0.268
C 5.06 1.02 3.44  -1.578
C 6.02 0.15 2.58  1.328
C 7.33 0.93 2.31  -1.172
C 7.16 2.05 1.29  -0.471
C 6.55 1.51 0.00  -1.342
C 5.23 0.74 0.23  1.531
N 5.34 -0.27 1.32  0.799
O 6.00 -1.30 0.85  -0.292
C 4.09 1.75 0.54  -1.553
C 4.77 0.11 -1.12  -1.537
C 6.35 -1.04 3.52  -1.643
H 4.93 2.03 3.07  0.278
H 4.08 0.55 3.53  0.396
H 5.45 1.14 4.45  0.471
H 8.10 0.24 1.95  0.380
H 7.72 1.35 3.24  0.389
H 6.54 2.85 1.69  0.334
H 8.14 2.50 1.07  0.424
H 6.39 2.33 -0.70  0.383
H 7.29 0.85 -0.48  0.385
H 3.19 1.23 0.89  0.252
H 3.82 2.31 -0.35  0.513
H 4.36 2.51 1.27  0.301
H 5.52 -0.56 -1.55  0.409
H 4.60 0.88 -1.87  0.457
H 3.84 -0.45 -1.00  0.269
H 5.45 -1.63 3.74  0.445
H 6.74 -0.68 4.48  0.432
H 7.11 -1.71 3.11  0.397

Entry 6:
Molecular formula: C19H33N2O15P3S2
Method: DFT, wB97M-V/def2-TZVPD

For the molar mass, the calculation gives 686.5 g/mol. The orbital gap is 0.29838 hartree. Its charge is 0.

Last column: Mulliken charge in e.
Element x y z (Å)
C -3.78 -1.01 2.28  -1.096
C -2.66 -0.51 1.21  0.325
P -1.22 -1.74 1.14  0.007
C -0.36 -1.69 2.86  -1.036
C 0.04 -1.20 -0.23  0.333
C 0.73 0.10 0.41  -0.835
P 1.68 1.21 -0.79  0.734
O 1.28 1.08 -2.26  -0.597
O 3.34 0.94 -0.49  -0.471
O 1.42 2.87 -0.37  -0.396
O -0.81 -0.89 -1.39  0.152
S -0.99 -2.24 -2.38  1.254
O -0.65 -1.98 -3.81  -0.609
O -2.30 -2.98 -2.37  -0.664
O -0.01 -3.25 -1.47  -0.515
C 0.97 -2.45 -0.69  0.017
C 1.60 -3.39 0.43  -0.462
C 2.05 -4.84 -0.08  -0.736
S 3.90 -5.07 -0.25  -0.135
C 4.73 -4.76 1.35  0.390
N 5.82 -5.65 1.67  -0.235
N 6.30 -5.21 2.87  -0.372
C 5.53 -4.09 3.27  -0.022
O 4.50 -3.75 2.33  -0.132
P 2.24 -2.05 -2.09  0.389
C 2.38 -3.50 -3.30  -0.845
O 3.83 -1.88 -1.40  -0.450
H -4.74 -0.36 2.22  0.361
H -3.40 -0.95 3.36  0.289
H -4.13 -2.08 2.05  0.333
H -3.13 -0.50 0.17  -0.296
H -2.34 0.53 1.58  0.297
H -0.82 -0.87 3.51  0.336
H -0.54 -2.73 3.32  0.325
H 0.78 -1.59 2.77  0.360
H 1.41 -0.11 1.30  0.312
H -0.14 0.75 0.83  0.263
H 3.47 1.09 0.48  0.336
H 0.49 2.96 -0.07  0.298
H 0.91 -3.55 1.34  0.017
H 2.54 -2.86 0.84  0.532
H 1.57 -5.20 -1.04  0.307
H 1.73 -5.60 0.73  0.471
H 5.68 -3.48 4.21  0.349
H 3.28 -3.27 -3.98  0.345
H 2.60 -4.52 -2.82  0.208
H 1.48 -3.62 -3.99  0.291
H 4.26 -1.26 -2.03  0.312
C 2.82 7.29 2.09  -1.501
C 1.81 6.27 1.63  0.640
C 0.48 6.85 1.26  -0.502
O -0.39 5.74 1.47  -0.292
C 0.19 4.97 2.43  0.636
O -0.36 4.05 2.98  -0.563
O 1.46 5.38 2.69  -0.345
H 3.19 7.89 1.25  0.388
H 2.39 7.97 2.83  0.350
H 3.68 6.80 2.57  0.361
H 2.23 5.67 0.81  0.209
H 0.44 7.18 0.22  0.314
H 0.16 7.66 1.91  0.319
C -4.12 -0.18 -3.33  -1.308
C -4.90 0.73 -2.41  0.910
C -6.39 0.59 -2.53  -0.510
O -6.85 1.87 -2.10  -0.339
C -5.85 2.75 -2.37  0.603
O -5.96 3.94 -2.30  -0.543
O -4.71 2.10 -2.75  -0.374
H -4.16 -1.21 -2.99  0.334
H -4.50 -0.13 -4.35  0.422
H -3.07 0.14 -3.37  0.246
H -4.57 0.59 -1.37  -0.121
H -6.80 -0.20 -1.90  0.320
H -6.73 0.44 -3.56  0.301

Entry 7:
Molecular formula: C7H25CaN6O6
Method: DFT, wB97M-V/def2-TZVPD

For the molar mass, the calculation gives 329.4 g/mol. As for the spin multiplicity: 2. The orbital gap (spin up / spin down) is 0.18818 / 0.11207 hartree. Its charge is +2.

Last column: Mulliken spin population.
Element x y z (Å)
Ca 1.32 4.10 12.02  0.000
C 2.39 1.68 8.26  -0.001
C 2.53 1.85 9.76  0.000
O 1.33 2.32 10.45  0.000
H 1.78 2.47 7.81  0.000
H 1.82 0.81 7.93  0.000
H 3.34 1.72 7.72  0.000
H 3.23 2.69 9.85  0.000
H 2.87 1.00 10.34  0.000
C -1.54 2.26 7.95  0.000
O -1.16 3.61 8.23  0.000
H -1.16 2.07 6.94  0.000
H -1.22 1.57 8.73  0.000
H -2.63 2.24 7.97  0.000
H -0.37 3.54 8.77  0.000
C 0.07 -1.04 9.58  0.000
O -0.43 -0.33 10.71  0.000
H 1.13 -0.93 9.33  0.000
H -0.11 -2.08 9.85  0.000
H -0.47 -0.87 8.65  0.000
H -0.30 0.60 10.51  0.000
C 5.15 0.40 4.43  0.000
O 5.85 -0.19 5.13  0.006
N 5.56 0.82 3.36  0.001
N 3.85 0.44 4.56  0.000
H 5.02 1.43 2.76  0.000
H 6.56 0.69 3.28  0.000
H 3.30 1.11 4.04  0.000
H 3.41 0.02 5.37  0.000
C 7.26 1.67 7.62  -0.020
O 7.93 1.85 8.64  0.891
N 7.41 2.33 6.53  0.099
N 6.18 1.02 7.57  0.025
H 8.04 3.07 6.26  -0.007
H 6.58 2.31 5.95  0.000
H 5.85 0.54 8.39  0.002
H 5.70 0.82 6.70  0.002
C 2.07 6.23 5.03  0.000
O 2.81 6.48 4.09  0.000
N 2.39 5.32 5.94  0.000
N 1.12 6.99 5.37  0.000
H 1.84 5.10 6.75  0.000
H 3.30 4.89 5.84  0.000
H 0.85 7.88 4.96  0.000
H 0.53 6.51 6.04  0.000

Entry 8:
Molecular formula: C27H72BF4KO9
Method: DFT, wB97M-V/def2-TZVPD

For the molar mass, the calculation gives 666.8 g/mol. The orbital gap is 0.36976 hartree. Its charge is 0.

Last column: Mulliken charge in e.
Element x y z (Å)
K -0.47 -0.09 1.05  0.731
B 2.45 1.88 2.02  -0.065
F 2.42 3.15 2.50  -0.338
F 1.31 1.62 1.27  -0.171
F 3.54 1.64 1.21  -0.315
F 2.54 1.04 3.17  -0.474
C -1.56 2.68 5.84  -1.294
C -0.17 3.09 5.35  0.693
C 0.93 2.13 5.85  -1.375
O -0.18 3.25 3.86  -0.538
H -2.29 3.45 5.52  0.330
H -1.59 2.58 6.99  0.350
H -1.94 1.77 5.42  0.271
H 0.08 4.03 5.79  0.226
H 1.04 2.29 6.92  0.419
H 1.87 2.28 5.36  0.384
H 0.68 1.09 5.63  0.242
H 0.79 3.40 3.64  0.207
C 4.67 -0.30 -1.68  -1.578
C 3.64 0.70 -2.15  1.632
C 3.27 0.36 -3.63  -1.417
O 2.44 0.56 -1.42  0.514
H 5.33 -0.29 -2.56  0.417
H 4.25 -1.31 -1.59  0.240
H 5.05 0.05 -0.76  0.352
H 4.08 1.74 -2.16  -0.702
H 2.97 -0.72 -3.69  0.346
H 4.09 0.48 -4.34  0.518
H 2.52 1.09 -4.00  0.115
H 2.62 0.90 -0.51  -0.472
C 4.35 5.78 -2.67  -1.462
C 3.84 4.35 -2.47  0.480
C 2.46 4.40 -1.71  -0.760
O 3.64 3.66 -3.72  -0.552
H 5.20 5.78 -3.36  0.398
H 4.73 6.22 -1.75  0.380
H 3.56 6.47 -3.03  0.302
H 4.60 3.84 -1.86  0.209
H 2.38 3.38 -1.35  -0.210
H 1.71 4.65 -2.44  0.384
H 2.54 5.06 -0.91  0.490
H 4.48 3.43 -4.15  0.326
C -1.99 3.88 0.67  -1.205
C -2.72 2.84 1.53  0.477
C -3.53 1.97 0.58  -1.121
O -1.76 2.02 2.18  -0.308
H -1.40 3.48 -0.16  0.018
H -1.43 4.44 1.45  0.371
H -2.80 4.59 0.30  0.444
H -3.36 3.35 2.24  0.309
H -2.88 1.59 -0.22  -0.090
H -4.36 2.46 0.18  0.639
H -3.95 1.04 0.99  0.275
H -1.07 2.51 2.73  0.210
C -0.49 -5.91 -1.92  -1.267
C -0.04 -4.77 -0.99  0.688
C -0.27 -3.45 -1.69  0.109
O -0.88 -4.78 0.13  -0.460
H -1.44 -5.62 -2.32  0.206
H -0.62 -6.85 -1.35  0.429
H 0.21 -6.19 -2.74  0.341
H 1.00 -4.87 -0.63  0.116
H 0.46 -3.33 -2.49  0.635
H -0.07 -2.58 -1.04  -0.145
H -1.35 -3.30 -2.00  -0.862
H -0.89 -5.60 0.64  0.246
C 2.18 -3.07 1.32  -0.613
C 2.51 -2.17 2.53  0.441
C 3.87 -1.56 2.32  -1.270
O 1.49 -1.22 2.62  -0.066
H 2.15 -2.40 0.43  -0.012
H 1.14 -3.48 1.47  -0.066
H 2.90 -3.90 1.15  0.500
H 2.57 -2.76 3.52  0.124
H 4.28 -1.06 3.18  0.388
H 3.84 -0.78 1.55  0.023
H 4.52 -2.39 2.01  0.454
H 1.84 -0.46 3.16  0.077
C -0.55 2.09 -3.08  -0.560
C -1.11 0.69 -2.75  1.090
C -1.13 -0.16 -3.96  -1.449
O -0.32 0.16 -1.68  0.840
H 0.49 2.05 -3.43  -0.080
H -0.67 2.76 -2.22  -0.200
H -1.11 2.51 -3.91  0.522
H -2.15 0.75 -2.38  -0.172
H -1.96 0.14 -4.54  0.533
H -1.31 -1.26 -3.76  -0.043
H -0.18 -0.11 -4.48  0.369
H 0.59 0.14 -1.88  -0.327
C -3.60 -3.12 -2.74  -0.440
C -5.06 -2.62 -2.66  0.481
C -4.99 -1.15 -2.27  -0.988
O -5.87 -2.85 -3.77  -0.550
H -3.41 -4.23 -2.67  0.247
H -3.06 -2.69 -1.92  -0.262
H -3.09 -2.73 -3.65  0.287
H -5.59 -3.18 -1.83  0.157
H -4.53 -0.60 -3.13  0.185
H -4.50 -1.02 -1.31  0.116
H -5.98 -0.79 -2.11  0.473
H -5.75 -3.74 -4.05  0.326
C -3.86 -3.18 2.46  -1.465
C -2.59 -2.32 2.31  0.623
C -1.44 -2.94 3.10  -1.072
O -2.27 -2.15 0.86  0.486
H -4.65 -2.74 1.84  0.322
H -4.16 -3.25 3.50  0.443
H -3.64 -4.21 2.10  0.240
H -2.74 -1.28 2.71  0.209
H -0.56 -2.28 2.91  0.013
H -1.23 -3.90 2.77  0.289
H -1.72 -3.05 4.14  0.482
H -1.87 -3.02 0.68  -0.396